Record 1
{
  "formula": "C27H54BrFI2NO7",
  "method": "the ωB97M-V functional and the def2-TZVPD basis",
  "total_charge": 1,
  "homo_lumo_gap_ev": 7.037,
  "spin_multiplicity": 1,
  "mol_weight_da": 857.44,
  "e_tot_ev": -133646.0439,
  "elements": ["C", "O", "C", "C", "C", "C", "C", "C", "C", "C", "N", "Br", "C", "C", "I", "C", "C", "I", "C", "C", "F", "H", "H", "H", "H", "H", "H", "H", "H", "H", "H", "H", "H", "H", "H", "H", "H", "H", "H", "H", "H", "H", "H", "H", "H", "C", "O", "C", "C", "O", "C", "H", "H", "H", "H", "H", "H", "H", "H", "H", "H", "C", "O", "C", "C", "O", "C", "H", "H", "H", "H", "H", "H", "H", "H", "H", "H", "C", "O", "C", "C", "O", "C", "H", "H", "H", "H", "H", "H", "H", "H", "H", "H"],
  "positions_angstrom": [[-2.553, 3.259, 5.308], [-1.568, 2.990, 6.277], [-0.270, 2.835, 5.742], [-0.055, 1.479, 5.060], [-0.004, 1.542, 3.532], [0.002, 0.151, 2.878], [-1.373, -0.351, 2.417], [-1.725, -0.039, 0.956], [-2.344, 1.383, 0.738], [-1.495, 2.208, -0.128], [-1.697, 2.503, -1.357], [-3.088, 1.880, -2.379], [-0.733, 3.556, -1.897], [-0.654, 3.709, -3.394], [-1.595, 5.449, -4.074], [-0.105, 2.904, -4.291], [0.061, 3.184, -5.744], [0.513, 0.983, -3.734], [0.465, 3.262, -0.987], [-0.186, 2.874, 0.315], [-0.548, 3.946, 1.101], [-2.255, 4.104, 4.671], [-2.760, 2.389, 4.666], [-3.467, 3.519, 5.842], [0.407, 2.962, 6.588], [-0.065, 3.650, 5.027], [-0.865, 0.814, 5.383], [0.883, 1.033, 5.406], [0.888, 2.107, 3.235], [-0.865, 2.130, 3.182], [0.416, -0.572, 3.587], [0.693, 0.135, 2.032], [-2.154, 0.079, 3.059], [-1.440, -1.432, 2.553], [-2.462, -0.757, 0.590], [-0.835, -0.166, 0.326], [-3.352, 1.316, 0.329], [-2.409, 1.908, 1.697], [-1.156, 4.489, -1.515], [0.927, 2.661, -6.146], [0.185, 4.258, -5.909], [-0.823, 2.851, -6.300], [1.140, 4.114, -0.906], [1.028, 2.396, -1.329], [0.398, 2.170, 0.913], [3.427, -3.282, -0.272], [3.483, -1.943, -0.744], [2.222, -1.346, -0.916], [1.870, -0.438, 0.247], [1.719, -1.134, 1.461], [2.864, -1.076, 2.305], [4.418, -3.527, 0.103], [2.710, -3.391, 0.545], [3.168, -3.970, -1.082], [1.441, -2.105, -1.044], [2.258, -0.730, -1.821], [0.906, 0.048, 0.020], [2.632, 0.346, 0.341], [2.947, -0.090, 2.776], [3.778, -1.290, 1.751], [2.736, -1.833, 3.075], [4.878, -5.919, 5.681], [3.542, -6.239, 5.335], [2.725, -5.114, 5.085], [2.551, -4.855, 3.603], [3.770, -4.514, 2.965], [4.377, -5.603, 2.291], [5.451, -6.843, 5.632], [5.310, -5.191, 4.990], [4.935, -5.522, 6.699], [3.138, -4.223, 5.571], [1.742, -5.312, 5.522], [1.858, -4.017, 3.470], [2.106, -5.735, 3.126], [3.839, -5.829, 1.363], [4.402, -6.501, 2.911], [5.397, -5.311, 2.045], [-3.095, 1.802, -5.791], [-2.898, 1.912, -7.180], [-2.837, 0.657, -7.848], [-4.164, 0.273, -8.464], [-5.167, 0.092, -7.482], [-6.066, 1.181, -7.372], [-3.354, 2.794, -5.417], [-3.898, 1.100, -5.543], [-2.178, 1.464, -5.289], [-2.517, -0.124, -7.149], [-2.083, 0.738, -8.635], [-4.038, -0.675, -8.996], [-4.472, 1.030, -9.193], [-6.756, 1.209, -8.220], [-5.538, 2.137, -7.315], [-6.642, 1.032, -6.460]],
  "forces_ev_per_a": [[0.01, 0.00, 0.03], [-0.11, 0.11, -0.09], [0.13, 0.05, 0.01], [0.01, 0.02, -0.08], [-0.28, -0.01, 0.13], [-0.31, 0.81, 0.08], [-0.14, 0.06, 0.16], [-0.07, 0.02, 0.03], [0.03, -0.02, 0.14], [0.23, -0.11, 0.07], [-0.02, 0.21, -0.39], [-0.20, 0.07, 0.02], [-0.15, 0.23, 0.34], [-0.01, 0.00, 0.52], [-0.06, 0.21, 0.02], [0.21, -0.24, -0.12], [-0.03, 0.09, -0.24], [0.10, -0.18, 0.05], [0.29, 0.18, -0.45], [-0.30, -0.55, 0.30], [0.01, 0.14, -0.04], [-0.04, -0.06, 0.03], [0.04, 0.03, 0.06], [0.04, -0.02, -0.06], [-0.05, -0.06, -0.06], [0.00, -0.05, 0.10], [0.10, 0.02, -0.01], [-0.10, -0.03, 0.04], [-0.04, -0.01, 0.05], [0.12, 0.00, -0.01], [0.03, 0.09, -0.04], [-0.81, 0.35, 0.74], [0.02, -0.14, -0.01], [0.09, 0.03, -0.09], [0.05, 0.04, 0.00], [-0.34, -0.04, 0.12], [0.07, 0.01, 0.00], [0.02, -0.05, -0.05], [-0.09, -0.08, -0.11], [-0.02, 0.00, 0.02], [0.00, -0.17, -0.02], [0.10, 0.06, -0.02], [-0.11, -0.04, 0.11], [0.05, 0.05, -0.16], [0.01, 0.19, 0.06], [0.06, -0.04, 0.03], [-0.04, 0.03, 0.03], [0.02, 0.02, 0.02], [0.19, -0.06, -0.22], [1.11, -1.09, -0.89], [0.07, -0.10, -0.04], [0.00, -0.02, -0.03], [0.02, 0.00, 0.02], [-0.02, 0.02, -0.01], [-0.01, 0.01, 0.00], [0.02, -0.04, -0.06], [0.28, 0.00, -0.05], [0.01, 0.01, 0.00], [-0.03, 0.05, -0.01], [-0.02, 0.00, 0.01], [0.00, 0.00, 0.01], [0.01, 0.00, 0.02], [0.00, -0.02, -0.09], [0.01, 0.02, 0.08], [-0.03, -0.03, -0.05], [0.01, 0.02, 0.06], [-0.01, 0.00, -0.05], [0.00, 0.00, 0.02], [0.01, -0.01, -0.01], [-0.01, 0.02, -0.01], [0.00, -0.01, 0.00], [0.00, 0.01, 0.00], [-0.01, 0.00, 0.00], [0.00, 0.01, 0.00], [0.00, -0.03, 0.01], [0.01, 0.02, 0.02], [-0.01, 0.03, 0.00], [-0.06, -0.07, 0.08], [0.01, 0.05, -0.02], [0.04, -0.06, 0.04], [-0.06, -0.01, -0.07], [0.08, 0.03, 0.10], [-0.03, -0.01, -0.03], [0.03, 0.02, -0.01], [-0.03, 0.03, -0.04], [-0.07, -0.06, -0.01], [0.02, 0.01, -0.01], [-0.01, 0.02, 0.00], [-0.01, 0.01, -0.01], [0.01, 0.00, 0.01], [0.02, 0.01, -0.01], [0.00, 0.00, 0.02], [-0.01, -0.01, -0.01]]
}

Record 2
{
  "formula": "C27H54CaN14",
  "method": "the ωB97M-V functional and the def2-TZVPD basis",
  "total_charge": 2,
  "homo_lumo_gap_ev": 8.891,
  "spin_multiplicity": 1,
  "mol_weight_da": 614.90,
  "e_tot_ev": -68167.4035,
  "elements": ["Ca", "C", "N", "C", "C", "N", "C", "C", "N", "C", "C", "N", "C", "N", "C", "C", "N", "C", "C", "C", "C", "N", "C", "N", "C", "C", "N", "C", "C", "N", "C", "C", "H", "H", "H", "H", "H", "H", "H", "H", "H", "H", "H", "H", "H", "H", "H", "H", "H", "H", "H", "H", "H", "H", "H", "H", "H", "H", "H", "H", "H", "H", "H", "H", "H", "H", "H", "H", "H", "H", "H", "H", "H", "H", "H", "H", "H", "H", "H", "H", "N", "C", "C", "N", "C", "C", "N", "C", "C", "N", "H", "H", "H", "H", "H", "H"],
  "positions_angstrom": [[0.300, -0.016, 0.419], [-1.372, -2.443, -3.984], [-1.278, -0.997, -4.016], [-1.577, -0.371, -5.294], [-1.063, -0.265, -2.876], [-0.206, -0.555, -1.938], [0.910, -1.449, -2.244], [0.940, -2.669, -1.329], [0.948, -2.314, 0.108], [-0.051, -3.092, 0.859], [-1.476, -2.659, 0.537], [-1.729, -1.290, 0.972], [-2.968, -0.970, 1.237], [-3.218, 0.079, 2.087], [-2.551, 0.159, 3.373], [-4.384, 0.933, 1.951], [-4.040, -1.595, 0.669], [-5.277, -1.862, 1.385], [-4.019, -1.996, -0.726], [2.293, -2.411, 0.696], [3.276, -1.479, 0.006], [2.802, -0.096, 0.063], [3.673, 0.835, -0.238], [4.777, 0.642, -1.014], [4.777, -0.237, -2.171], [6.032, 1.334, -0.766], [3.471, 2.110, 0.240], [3.885, 3.286, -0.502], [3.269, 2.335, 1.659], [-1.813, 0.877, -2.760], [-3.220, 0.893, -3.141], [-1.489, 1.827, -1.724], [-2.288, -2.756, -4.490], [-0.531, -2.937, -4.480], [-1.426, -2.784, -2.952], [-0.927, -0.797, -6.061], [-2.613, -0.533, -5.605], [-1.387, 0.697, -5.235], [0.923, -1.769, -3.288], [1.821, -0.874, -2.083], [0.050, -3.269, -1.511], [1.795, -3.313, -1.559], [0.062, -4.164, 0.645], [0.143, -2.952, 1.926], [-1.627, -2.777, -0.541], [-2.158, -3.371, 1.018], [-1.678, -0.485, 3.375], [-2.235, 1.187, 3.571], [-3.231, -0.140, 4.179], [-4.804, 0.837, 0.953], [-5.162, 0.709, 2.685], [-4.078, 1.971, 2.095], [-5.138, -1.684, 2.448], [-6.104, -1.247, 1.022], [-5.545, -2.911, 1.253], [-3.191, -1.500, -1.233], [-3.922, -3.078, -0.852], [-4.951, -1.680, -1.200], [2.213, -2.153, 1.754], [2.661, -3.445, 0.637], [4.250, -1.572, 0.498], [3.426, -1.846, -1.015], [3.757, -0.437, -2.485], [5.290, 0.268, -2.991], [5.292, -1.183, -1.982], [6.005, 1.825, 0.203], [6.841, 0.602, -0.746], [6.253, 2.072, -1.541], [4.009, 3.041, -1.554], [3.104, 4.045, -0.417], [4.816, 3.722, -0.126], [2.948, 1.413, 2.134], [4.197, 2.683, 2.129], [2.511, 3.106, 1.812], [-3.453, 0.061, -3.799], [-3.853, 0.815, -2.250], [-3.460, 1.824, -3.655], [-0.409, 1.968, -1.660], [-1.945, 2.786, -1.973], [-1.883, 1.522, -0.742], [0.814, 1.287, 4.810], [1.227, 0.020, 5.145], [1.232, -0.683, 3.981], [0.835, 0.123, 2.941], [0.588, 1.299, 3.475], [0.130, 2.428, 2.682], [-0.108, 2.329, 1.390], [-0.476, 3.591, 0.983], [-0.461, 4.446, 2.039], [-0.074, 3.691, 3.120], [0.701, 2.046, 5.461], [1.472, -0.248, 6.158], [1.495, -1.716, 3.833], [-0.727, 3.810, -0.041], [-0.688, 5.494, 2.121], [0.048, 4.039, 4.056]],
  "forces_ev_per_a": [[-0.01, 0.61, 0.16], [0.00, -0.04, 0.00], [0.00, 0.07, 0.05], [0.10, -0.04, -0.07], [0.00, -0.01, 0.04], [-0.01, -0.06, -0.05], [0.02, -0.05, -0.10], [-0.14, -0.13, 0.10], [-0.04, -0.04, -0.17], [0.08, -0.09, 0.06], [0.09, -0.23, -0.09], [0.08, -0.08, 0.18], [0.12, 0.12, -0.22], [-0.12, -0.17, 0.11], [0.05, 0.08, -0.01], [-0.02, -0.02, -0.04], [0.01, 0.10, -0.05], [0.00, 0.05, 0.05], [-0.01, 0.01, -0.01], [-0.04, -0.14, 0.00], [0.05, -0.13, 0.05], [0.02, 0.02, -0.05], [-0.07, -0.05, -0.04], [-0.07, 0.00, -0.03], [0.05, 0.04, -0.05], [0.03, 0.00, 0.07], [0.08, 0.03, 0.08], [-0.05, 0.03, -0.06], [-0.02, 0.04, -0.01], [-0.05, 0.02, 0.09], [-0.05, -0.02, -0.01], [0.00, 0.03, 0.01], [0.01, 0.00, 0.00], [-0.01, 0.02, 0.00], [0.01, -0.03, -0.01], [0.00, 0.01, 0.01], [0.02, -0.02, -0.01], [-0.01, 0.01, -0.03], [0.00, -0.04, 0.02], [0.02, 0.01, -0.03], [0.03, -0.04, -0.08], [0.03, 0.06, -0.06], [-0.03, 0.00, 0.05], [-0.05, 0.03, 0.00], [-0.02, 0.00, 0.03], [-0.03, 0.07, 0.02], [-0.02, -0.03, 0.01], [0.00, 0.00, -0.02], [0.00, 0.01, -0.01], [-0.01, -0.01, -0.01], [0.01, -0.03, 0.00], [0.00, 0.01, 0.00], [-0.01, 0.02, 0.02], [0.00, 0.00, 0.00], [0.00, 0.00, 0.00], [-0.01, -0.02, -0.01], [0.00, 0.01, 0.00], [0.00, -0.01, 0.02], [0.02, 0.05, 0.00], [0.06, 0.04, 0.01], [-0.02, -0.03, 0.01], [-0.05, 0.02, 0.10], [0.03, 0.02, -0.05], [-0.01, 0.01, 0.01], [0.00, 0.02, 0.00], [0.02, -0.01, -0.02], [0.00, 0.00, -0.02], [0.01, -0.01, 0.01], [0.00, 0.01, 0.01], [0.01, 0.00, 0.00], [-0.01, -0.01, 0.00], [0.02, -0.02, 0.00], [-0.01, -0.01, 0.00], [0.01, 0.00, -0.01], [-0.01, 0.06, 0.10], [0.00, 0.02, -0.01], [-0.01, -0.01, -0.01], [-0.01, -0.02, -0.03], [0.00, -0.01, -0.01], [0.02, -0.02, 0.00], [0.01, -0.08, -0.09], [-0.02, 0.07, 0.07], [-0.01, -0.04, -0.07], [-0.02, -0.03, 0.07], [-0.01, 0.04, 0.05], [-0.02, 0.00, 0.02], [-0.03, 0.00, 0.01], [-0.01, 0.00, -0.04], [0.01, 0.03, 0.02], [0.00, -0.08, -0.07], [0.00, 0.01, 0.01], [0.01, -0.04, -0.01], [0.01, 0.00, 0.04], [0.00, 0.01, 0.01], [0.00, 0.00, 0.00], [0.00, 0.03, 0.01]]
}